The following is a quantum chemistry calculation of the molecule C4H5BN2O at a distorted geometry, from OMol25.

Its total energy is -365.03329 Ha. The HOMO-LUMO gap comes out at 9.445 eV. For the energy above the lowest of the compared OMol25 structures with the same formula, charge and spin, the calculation gives 9.0 kcal/mol. Its SMILES is OBc1cncnc1. The value obtained for the LUMO energy is -0.0028 hartree.

CARTESIAN COORDINATES (ANGSTROEM)
B  -1.8840  0.3943  0.0898
C  0.4143  -1.0908  0.1788
C  0.6317  1.1670  -0.0132
C  2.4170  -0.2149  -0.3546
C  -0.3181  0.1656  0.0589
N  1.6316  -1.3367  -0.1157
N  1.9603  1.0246  -0.1101
O  -2.6749  -0.5690  -0.4524
H  -2.3839  1.2322  0.6373
H  -0.1684  -1.9321  0.3710
H  0.4915  2.2034  0.2437
H  3.4319  -0.4478  -0.3954
H  -3.5490  -0.5958  -0.1380

Forces on atoms 1 to 6 (eV/Å):
1.2 -2.1 -0.4
-3.5 1.5 -1.4
0.3 1.1 1.1
-3.5 -0.1 2.4
1.9 -0.7 0.0
3.0 1.5 -0.6